Density functional theory data (the ωB97M-V functional and the def2-TZVPD basis) for one molecule with the formula C2H3ClFN.

Bonds (Å) are listed after each position.
Cartesian coordinates (Å):
1 C 0.11 -0.56 -0.08  C2 1.523, N3 1.265, Cl5 1.794
2 C -0.11 0.95 0.01  C1 1.523, F4 1.382, H6 1.123, H7 1.201
3 N -0.47 -1.30 0.76  C1 1.265, H8 0.965
4 F -1.14 1.31 -0.84  C2 1.382
5 Cl 1.35 -1.11 -1.25  C1 1.794
6 H 0.84 1.42 -0.36  C2 1.123
7 H -0.41 1.50 1.03  C2 1.201
8 H -0.17 -2.21 0.73  N3 0.965

Output
Energy in eV: -18851.6199
ΔE to the lowest compared entry with this formula, charge and spin in kJ/mol: 9.0
HOMO energy in Eh: -0.4075
Frontier orbital gap in eV: 11.6